Molecular formula: C29H36IrN12P
Method: DFT, wB97M-V/def2-TZVPD

The geometry in XYZ format:
```
79
Properties=species:S:1:pos:R:3:forces:R:3
Ir 0.592381 0.254846 0.416973 -0.0076 -0.5602 0.3577
C -3.389399 -0.530480 4.384236 0.0048 -0.0064 0.0058
N -2.391584 0.162702 3.571517 -0.0156 0.0001 -0.0809
C -2.147598 1.504861 3.584519 0.0478 -0.0146 -0.0404
C -1.142475 1.727722 2.695363 0.1513 -0.3380 0.0579
N -0.761349 0.525980 2.130907 0.2652 0.3044 0.2051
C -1.544210 -0.396983 2.684559 0.3169 0.1976 0.1374
P -1.409627 -2.161946 2.393539 0.0753 -0.1407 0.0403
C -1.638342 -2.087447 0.609138 0.1584 0.0337 0.1043
N -0.944729 -1.331465 -0.244675 -0.6879 0.2413 -0.2328
C -1.296653 -1.800536 -1.491595 0.0203 0.1797 0.3076
C -2.206330 -2.802005 -1.371303 0.0438 -0.0825 -0.1283
N -2.411315 -2.978814 -0.041119 -0.0414 -0.1449 0.1225
C -3.289738 -3.982180 0.555568 -0.0119 0.0065 0.0018
C 0.404248 -2.229235 2.327731 0.0076 -0.0982 0.0330
N 1.193972 -1.491607 1.554769 0.0312 -0.0536 -0.9462
C 2.472235 -1.942953 1.735124 0.0653 -0.0054 -0.2223
C 2.452365 -2.962070 2.633799 -0.0572 -0.0538 0.1097
N 1.148316 -3.130022 3.004987 0.0008 -0.0408 0.0291
C 0.661856 -4.131658 3.950947 0.0022 0.0039 0.0094
H -4.005761 0.216166 4.875342 0.0007 0.0046 0.0036
H -2.904368 -1.144845 5.140137 -0.0066 0.0002 -0.0114
H -4.024464 -1.149405 3.754794 0.0062 0.0027 0.0139
H -2.690291 2.177920 4.224208 -0.0091 0.0218 -0.0049
H -0.653501 2.652207 2.487101 0.0935 0.1622 -0.1061
H -0.898303 -1.422020 -2.396762 0.2285 0.3084 -0.4101
H -2.704078 -3.399161 -2.114548 -0.0084 0.0099 -0.0283
H -3.757589 -4.541911 -0.248230 -0.0052 -0.0021 -0.0077
H -4.065449 -3.503266 1.148935 0.0072 -0.0119 0.0044
H -2.719145 -4.669039 1.176685 -0.0095 -0.0003 0.0017
H 3.305241 -1.534704 1.194004 0.0157 0.0626 0.0265
H 3.242967 -3.572895 3.031630 0.0166 -0.0053 0.0140
H 1.521539 -4.605699 4.414354 -0.0001 -0.0063 0.0027
H 0.074125 -4.888114 3.435064 -0.0030 -0.0007 0.0102
H 0.062391 -3.659407 4.725508 -0.0023 -0.0125 -0.0045
C -2.556754 1.473061 -1.909709 0.0912 0.0807 0.1123
C -1.239277 1.909293 -2.563915 -0.2574 0.0727 -0.0050
C -0.529097 0.804775 -3.287277 0.2608 -0.0802 -0.0116
C -1.099293 0.331485 -4.463862 0.0662 0.0016 -0.1036
C -0.493841 -0.665380 -5.205988 -0.0722 0.0382 -0.0370
C 0.712330 -1.194144 -4.783480 0.1108 -0.0313 -0.0009
C 1.320960 -0.762630 -3.610563 -0.0575 -0.1365 0.2435
C 2.565793 -1.499059 -3.146408 -0.1377 -0.0418 -0.0660
C 2.240905 -2.655434 -2.192838 0.0469 0.0507 -0.1102
C 0.677685 0.239485 -2.855324 -0.1008 -0.5736 0.2105
N 1.276555 0.568725 -1.579498 0.4184 -0.3493 0.0558
C 2.444492 1.140914 -1.642782 -0.1409 0.2070 -0.2291
C 3.153962 1.329562 -0.455598 0.0936 0.0191 0.1901
C 4.307367 2.001236 -0.053296 0.0239 -0.0565 -0.0700
C 4.355975 1.900162 1.338291 -0.0119 -0.0868 -0.0341
C 3.227612 1.184506 1.736127 0.0297 0.0984 -0.0326
N 2.522620 0.811407 0.654339 -0.4471 0.5273 0.9258
H -3.121198 2.331347 -1.530712 0.0714 -0.0495 -0.0269
H -2.370988 0.796616 -1.071027 -0.0093 0.0430 -0.0577
H -3.198403 0.957008 -2.622218 -0.0230 -0.0190 -0.0389
H -0.574256 2.320296 -1.823254 0.1987 0.2042 0.3076
H -1.432394 2.702646 -3.290881 -0.0710 -0.0024 0.0020
H -2.026839 0.771810 -4.810170 -0.0043 0.0080 0.0069
H -0.950802 -1.018500 -6.120137 -0.0102 -0.0017 -0.0181
H 1.194294 -1.969180 -5.366794 0.0059 0.0034 -0.0038
H 3.282336 -0.843264 -2.660803 0.0612 0.1129 0.0209
H 3.076875 -1.883470 -4.030031 -0.0559 -0.0411 -0.0051
H 1.854520 -2.281292 -1.245402 -0.0968 0.0586 0.0982
H 3.135862 -3.241312 -1.981850 0.0062 0.0149 -0.0051
H 1.494369 -3.324033 -2.623345 -0.0070 0.0018 -0.0247
H 2.813298 1.485191 -2.605389 0.0343 -0.0435 0.0521
H 5.022013 2.485621 -0.697996 0.0173 -0.0101 -0.0187
H 5.127728 2.272477 1.989485 0.0194 0.0314 0.0149
H 2.907960 0.927770 2.732721 -0.0291 -0.0309 0.0474
N -1.372744 5.345319 -0.405935 -0.0718 -0.0241 -0.0229
C -0.245511 5.611141 0.265610 0.2021 -0.1101 0.0130
N 0.035098 6.872214 0.578000 0.0133 0.0908 0.0666
N 0.637241 4.693133 0.655638 -0.2701 0.0197 0.0637
C 0.453937 3.430118 0.450118 0.4451 -0.4638 -0.2792
N 0.459000 2.274483 0.329054 -1.0543 0.5930 -0.5566
H -1.980011 6.082287 -0.722567 0.0135 -0.0265 -0.0049
H -1.555465 4.415180 -0.738975 0.0002 -0.0601 -0.0119
H -0.565174 7.640454 0.335416 0.0182 -0.0041 -0.0166
H 0.875919 7.055442 1.100016 -0.0135 0.0039 -0.0148
```
Forces are in eV/Å.

Results
- Charge: +2
- Multiplicity: 1
- Orbital gap: 7.88 eV
- ΔE to the lowest compared entry with this formula, charge and spin: 226.87 kJ/mol
- E_HOMO: -12.6 eV